The following is a DFT calculation (ωB97M-V/def2-TZVPD) of one molecule with the formula C3H4N2O.

ORCA input file:
```
! wB97M-V def2-TZVPD RIJCOSX def2/J DEFGRID3
* xyz 0 1
O 0.604 -1.310 1.868
C 0.021 -0.752 0.936
N -1.168 -0.821 0.366
C -0.663 0.853 -1.188
C 0.597 0.984 -0.905
N 0.964 0.188 0.340
H -1.788 -1.474 0.882
H -1.703 0.818 -1.400
H 1.460 1.534 -1.320
H 1.750 -0.421 0.120
*
```

largest force on an atom	0.0632	hartree/bohr
E_HOMO (spin up / spin down)	-9.1 / -9.1	eV
orbital gap (spin up / spin down)	7.32 / 7.32	eV

=====

The following is a DFT calculation (ωB97M-V/def2-TZVPD) of one molecule with the formula C3H4N2O.

ORCA input file:
```
! wB97M-V def2-TZVPD RIJCOSX def2/J DEFGRID3
* xyz 0 1
O 2.246 -0.206 -0.023
C 0.956 0.119 0.217
C 0.018 -0.859 -0.032
N -1.155 -0.141 -0.125
C -0.856 1.144 0.149
N 0.429 1.346 0.392
H 1.947 -0.941 -0.607
H 0.062 -1.869 0.349
H -2.031 -0.501 -0.460
H -1.614 1.909 0.140
*
```

SMILES	Oc1c[nH]cn1
largest force on an atom	0.0380	hartree/bohr
E_HOMO	-8.4	eV
orbital gap	9.25	eV

=====

The following is a DFT calculation (ωB97M-V/def2-TZVPD) of one molecule with the formula C3H4N2O.

ORCA input file:
```
! wB97M-V def2-TZVPD RIJCOSX def2/J DEFGRID3
* xyz 0 1
H -1.555 -1.729 -1.017
N -0.639 -1.305 -0.876
C -0.746 -0.287 -0.136
O -1.939 0.160 0.348
C 0.475 0.440 0.342
C 1.777 0.303 -0.290
N 1.636 -0.444 0.700
H -1.829 0.933 0.916
H 0.309 1.278 1.023
H 2.511 0.649 -1.011
*
```

SMILES	[H]/N=C(\O)[C@@H]1C=N1
largest force on an atom	0.0150	hartree/bohr
E_HOMO	-10.0	eV
orbital gap	10.69	eV

=====

ΔE to the lowest compared entry with this formula, charge and spin across the listed records, respectively: 493.5, 149.7, 260.7 kJ/mol.
Total energy across the listed records, respectively: -8198.770, -8202.334, -8201.184 eV.